[1]
23
Properties=species:S:1:pos:R:3:mulliken_charge:R:1 method="wB97M-V/def2-TZVPD" e_homo_ev=-8.1612 energy_ha=-367.46607 lumo_energy_ev=0.1 homo_lumo_gap_ev=8.3
C -2.11559 -0.65576 0.06112 -0.434
C -1.30065 0.05345 1.17571 -0.987
C 0.12160 0.29542 0.72632 0.922
C 0.99191 -0.76208 0.58313 0.172
C 2.38340 -0.61993 0.06463 -1.517
C 0.64093 1.68873 0.60206 -1.436
N -2.28630 0.20141 -1.09879 -0.732
H -3.06522 -1.06483 0.44604 0.407
H -1.49863 -1.54053 -0.21421 0.349
H -1.78773 0.95913 1.55153 0.407
H -1.17006 -0.62754 2.01714 0.376
H 0.67491 -1.68804 1.10481 0.379
H 2.69408 -1.54409 -0.45131 0.396
H 3.12088 -0.47173 0.87897 0.371
H 2.44424 0.16873 -0.67784 0.419
H 0.02293 2.39749 1.16321 0.422
H 0.71344 1.97945 -0.46361 0.319
H 1.63338 1.89781 1.00285 0.351
H -2.68184 -0.32486 -1.86097 0.244
H -1.34596 0.47197 -1.39582 0.317
H 0.33641 -0.20324 -0.51912 -0.037
H 0.90122 -0.71907 -2.53632 0.161
O 0.57265 0.10808 -2.15955 -0.868

***

[2]
22
Properties=species:S:1:pos:R:3:mulliken_charge:R:1 method="wB97M-V/def2-TZVPD" smiles=c1ccncc1.c1ccncc1 e_homo_ev=-8.5932 energy_ha=-496.45502 lumo_energy_ev=0.8 homo_lumo_gap_ev=9.4
C -2.22534 0.08513 -0.95523 -0.081
C -2.27998 1.11030 0.00500 -0.444
C -1.56049 0.93054 1.18337 -0.085
C -1.07295 -0.31651 1.50136 -0.409
C -1.05351 -1.33419 0.51679 -0.254
C 1.08893 -1.15260 -0.41241 -0.243
C 2.40065 -0.99222 0.18464 -0.727
C 2.90429 0.35353 0.34336 -0.284
C 2.05964 1.36872 -0.05929 -0.561
C 0.86579 1.08383 -0.80429 -0.061
H -2.74428 0.19984 -1.95102 0.298
H -2.85539 2.08555 -0.17846 0.280
H -1.35225 1.69510 2.03392 0.257
H -0.41498 -0.40250 2.39487 0.321
H -0.69751 -2.29236 0.70088 0.694
H 0.71087 -2.13280 -0.59400 0.650
H 2.86499 -1.74738 0.71535 0.427
H 3.89176 0.47530 0.68148 0.467
H 2.34260 2.40624 -0.02749 0.379
H 0.44438 2.01458 -1.32632 0.283
N -1.65575 -1.14501 -0.65744 -0.576
N 0.37685 -0.15794 -0.98098 -0.331

***

[3]
13
Properties=species:S:1:pos:R:3:mulliken_charge:R:1 method="wB97M-V/def2-TZVPD" e_homo_ev=-9.1299 energy_ha=-1151.53744 lumo_energy_ev=0.6 homo_lumo_gap_ev=9.7
C -0.73181 -0.44441 1.57526 -0.854
C -1.08114 -0.27762 0.29469 0.653
C 1.37750 -0.20022 -0.86846 -0.480
C -0.33591 0.67633 -0.66159 -0.550
O 0.04697 1.91957 -0.28740 -0.457
Cl -2.24761 -1.22836 -0.42775 -0.146
Cl 0.94800 -1.88694 -1.18446 -0.158
H -1.06684 -1.37999 2.18437 0.210
H -0.25698 0.28860 2.10561 0.332
H 1.96286 0.22398 -1.66245 0.384
H 1.71655 0.00816 0.10373 0.305
H -0.89358 0.65433 -1.63934 0.385
H 0.56198 1.64656 0.46779 0.377

***

[4]
10
Properties=species:S:1:pos:R:3:mulliken_charge:R:1 method="wB97M-V/def2-TZVPD" smiles="O=COc1nnco1" e_homo_ev=-11.2036 energy_ha=-450.64560 lumo_energy_ev=0.6 homo_lumo_gap_ev=11.8
C 2.01192 0.07999 -0.05248 0.137
C -0.22556 -0.67842 -0.26290 0.625
C -1.68577 0.99409 -0.17524 0.146
H 3.06369 -0.29079 -0.40595 0.301
H -1.94707 1.95920 -0.52970 0.379
N -1.16555 -1.13434 0.43684 -0.328
N -2.18380 -0.02160 0.46512 -0.377
O 1.96875 1.04099 0.60994 -0.336
O 1.21159 -1.12543 -0.26944 -0.248
O -0.46467 0.59059 -0.64478 -0.299

***

[5]
10
Properties=species:S:1:pos:R:3:mulliken_charge:R:1 method="wB97M-V/def2-TZVPD" e_homo_ev=-8.6999 energy_ha=-2820.64665 lumo_energy_ev=0.7 homo_lumo_gap_ev=9.4
C 0.28371 -0.72243 -0.27300 0.141
C -0.00144 2.24743 0.01920 0.195
C -0.60532 -0.08028 -0.94457 -0.723
N 0.56585 -0.84881 1.00322 -0.303
O 1.00311 1.92285 0.44500 -0.172
Br -2.47847 0.43403 -0.29982 -0.180
H 1.07370 -1.12921 -0.94773 0.241
H -0.16647 -0.49203 1.46236 0.193
H -0.64812 0.19802 -1.99421 0.414
H 0.97345 -1.52956 1.52954 0.193

***

It is found that the relative energy (zero: lowest compared OMol25 entry of this formula, charge and spin) values, taken in the order of the records, are 433.80, 373.01, 240.07, 413.97, 175.15 kJ/mol.